{
  "formula": "C25H17N4Ni",
  "method": "ωB97M-V with the def2-TZVPD basis set",
  "total_energy_ha": -2690.04163,
  "relative_energy_kj_mol": 71.4,
  "multiplicity": 3,
  "orbital_gap_ev": [6.80, 6.11],
  "homo_ev": [-9.8, -9.8],
  "total_charge": 1,
  "e_lumo_ev": [-2.977, -3.723],
  "species": ["Ni", "C", "C", "N", "C", "C", "C", "C", "C", "C", "C", "N", "C", "C", "C", "C", "C", "C", "C", "C", "N", "C", "H", "H", "H", "H", "H", "H", "H", "H", "H", "H", "H", "H", "N", "C", "C", "C", "C", "C", "C", "C", "H", "H", "H", "H", "H"],
  "coordinates": [[-0.278500, 0.003200, 0.192000], [-2.018400, -3.646900, -1.651800], [-1.887900, -2.499600, -0.860200], [-0.799300, -1.761100, -0.845700], [0.258600, -2.136300, -1.609400], [0.253000, -3.330100, -2.366800], [-0.948200, -4.068400, -2.396900], [1.419900, -3.692700, -3.074400], [2.499700, -2.846800, -3.086700], [2.473000, -1.606700, -2.444400], [1.358100, -1.210700, -1.713600], [1.093500, 0.000600, -1.144000], [1.356800, 1.214200, -1.708700], [2.470800, 1.607200, -2.441200], [2.497900, 2.843900, -3.088400], [1.418100, 3.690200, -3.078500], [0.253800, 3.332600, -2.365600], [-0.947800, 4.069300, -2.400300], [-2.019600, 3.647700, -1.658500], [-1.888400, 2.506500, -0.858100], [-0.798100, 1.770400, -0.837300], [0.259500, 2.142000, -1.603000], [-2.955100, -4.179800, -1.663000], [-2.709000, -2.176000, -0.232800], [-1.024100, -4.940800, -3.028100], [1.447700, -4.635600, -3.598500], [3.390500, -3.126300, -3.627800], [3.344000, -0.977400, -2.514400], [3.339000, 0.974500, -2.510800], [3.387200, 3.120000, -3.632200], [1.444700, 4.628500, -3.610300], [-1.023900, 4.940200, -3.033100], [-2.958800, 4.175200, -1.679400], [-2.710300, 2.188500, -0.228800], [-0.099400, 0.008100, 2.112700], [-0.014600, 0.001400, 3.265000], [0.025700, -0.009100, 4.665600], [1.033300, 0.655700, 5.374800], [1.010500, 0.658100, 6.756700], [-0.001400, 0.005900, 7.447100], [-0.992900, -0.665800, 6.747000], [-0.985200, -0.680100, 5.366500], [1.821000, 1.164200, 4.842900], [1.787000, 1.177700, 7.296500], [-0.019200, 0.019900, 8.527400], [-1.782100, -1.180600, 7.272600], [-1.754700, -1.200100, 4.820100]],
  "forces_ev_per_a": [[-0.42, 0.00, -1.49], [0.08, -0.08, -0.10], [-0.06, -0.04, 0.06], [-0.04, -0.03, 0.45], [0.49, -0.17, -0.50], [0.05, 0.21, 0.28], [-0.05, 0.20, 0.21], [0.28, 0.14, -0.13], [-0.36, -0.60, -0.18], [-0.50, 0.45, 0.55], [0.26, -0.69, -0.54], [0.07, 0.02, 1.23], [0.27, 0.69, -0.55], [-0.48, -0.45, 0.55], [-0.38, 0.62, -0.18], [0.31, -0.14, -0.13], [0.04, -0.22, 0.28], [-0.07, -0.19, 0.21], [0.08, 0.07, -0.09], [-0.05, 0.03, 0.06], [-0.04, 0.01, 0.47], [0.50, 0.16, -0.52], [-0.08, -0.05, 0.01], [-0.02, 0.01, 0.02], [0.04, -0.15, 0.00], [-0.01, -0.06, -0.10], [0.08, -0.07, -0.05], [-0.03, 0.06, 0.03], [-0.01, -0.06, 0.02], [0.10, 0.07, -0.07], [-0.02, 0.07, -0.10], [0.04, 0.15, -0.02], [-0.09, 0.06, 0.03], [-0.01, -0.02, 0.02], [0.15, 0.00, 1.29], [-0.13, 0.03, -1.91], [0.01, -0.04, 1.41], [-0.06, -0.02, -0.19], [0.05, 0.03, 0.00], [0.00, -0.01, -0.15], [-0.07, -0.05, -0.02], [0.08, 0.07, -0.18], [0.09, 0.08, -0.07], [0.06, 0.03, 0.04], [0.02, 0.00, 0.03], [-0.04, -0.03, 0.07], [-0.13, -0.07, -0.05]]
}